<w>
Density functional theory data (wB97M-V/def2-TZVPD) for a cluster of 3 separate species, C3H11NO3S in total.

As for the spin multiplicity: 1. As for the net charge: -2.

Element x y z (Å)
C: 0.0674 0.0974 -0.0285
O: -0.9901 -0.4722 -0.8226
C: -0.1195 -0.5298 1.3741
C: 0.3206 -1.9947 1.2057
S: 2.1553 -2.2438 1.5175
N: 0.4764 0.2492 2.4481
H: 0.9532 -0.3972 -0.4976
H: 0.0342 1.1978 0.0351
H: -1.2616 -0.7219 1.2602
H: 0.1166 -2.4290 0.2477
H: -0.0752 -2.7879 1.9842
H: 1.4238 -0.1708 2.6410
H: 0.8743 0.9928 1.8545
H: -2.3047 1.6272 -1.3347
H: -1.1519 0.2220 -1.5543
O: -1.4886 1.8960 -1.7550
H: -0.3156 1.4198 -2.7584
H: 0.7467 2.3734 -2.5969
O: 0.5385 1.6717 -3.2202

---

<x>
Density functional theory data (wB97M-V/def2-TZVPD) for a cluster of 3 separate species, C3H11NO3S in total.

As for the spin multiplicity: 1. As for the net charge: -2.

Element x y z (Å)
C: -0.1184 0.0108 -0.7212
O: -0.4886 -1.1926 -1.3510
C: 1.0845 -0.1828 0.2091
C: 1.7591 1.1101 0.6634
S: 0.9243 2.0326 2.0576
N: 0.7191 -1.1004 1.3367
H: 0.2198 0.6553 -1.5523
H: -0.8633 0.5446 -0.1114
H: 1.7232 -0.8066 -0.4361
H: 1.6664 1.8461 -0.1471
H: 2.7989 0.9374 0.9224
H: 1.4086 -0.8681 2.0531
H: -0.2045 -0.8307 1.6624
H: -1.8974 -2.6543 0.5910
H: -1.7000 -1.7262 -0.6402
O: -2.4183 -2.3289 -0.1626
H: -1.7970 0.7402 -2.8580
H: -1.1646 -0.6200 -2.7734
O: -1.6382 -0.0151 -3.4354

---

Which of them is most stable, and which least? Most stable: <x>; least stable: <w>.

---

<w>
Density functional theory data (wB97M-V/def2-TZVPD) for an isolated molecule of C3H6N4O2.

As for the spin multiplicity: 1. As for the net charge: 0.

Element x y z (Å)
H: -2.7361 0.4572 1.8635
N: -1.8240 -0.0529 1.7423
N: -1.4081 0.3734 0.6214
C: -0.1943 -0.1533 0.1590
C: 0.4420 0.4887 -0.8638
N: 0.1317 1.6965 -1.4392
O: -1.1388 2.3238 -1.2362
C: 0.4186 -1.4895 0.5533
N: 1.7894 -1.6329 0.3688
O: -0.3239 -2.3959 0.8919
H: 1.3759 0.1204 -1.2663
H: 0.4497 1.8182 -2.4260
H: -1.4909 1.8062 -0.4580
H: 2.2966 -0.8302 0.7763
H: 2.2122 -2.5299 0.7129

---

<x>
Density functional theory data (wB97M-V/def2-TZVPD) for an isolated molecule of C3H6N4O2.

As for the spin multiplicity: 1. As for the net charge: 0.

Element x y z (Å)
C: 0.9549 -1.1742 -0.2129
C: 0.1578 -0.1273 0.5851
N: 1.0553 0.9618 0.7458
N: 0.5862 2.0065 0.3343
C: -0.6988 1.8269 -0.2616
N: -1.0641 0.4096 -0.1823
N: -2.2957 0.0599 0.3565
O: -3.1538 0.8616 0.1235
O: -2.4403 -0.9686 0.9544
H: 1.3033 -0.7374 -1.1900
H: 0.3244 -2.0009 -0.7025
H: 1.8560 -1.6525 0.2444
H: -0.0378 -0.6763 1.4409
H: -1.3238 2.5798 0.1381
H: -0.6968 2.0617 -1.2680

---

Which of them is most stable, and which least? Most stable: <w>; least stable: <x>.

---

<w>
Density functional theory data (wB97M-V/def2-TZVPD) for the ion CH2NO4S with charge -1.

As for the spin multiplicity: 1. As for the net charge: -1.

Element x y z (Å)
N: 0.4239 0.3822 1.2146
C: -0.6754 0.0070 0.5907
O: -1.8361 0.2302 0.8458
S: -0.0696 -0.3426 -1.1913
O: -0.9765 -1.2788 -1.8070
O: 1.3899 -0.8893 -1.0037
O: -0.0373 1.0111 -1.6021
H: 0.5777 1.0885 1.9404
H: 1.2033 -0.2083 1.0126

---

<x>
Density functional theory data (wB97M-V/def2-TZVPD) for a cluster of 2 separate species, CH2NO4S in total.

As for the spin multiplicity: 1. As for the net charge: -1.

Element x y z (Å)
C: 0.5587 2.0612 0.7678
N: 0.0381 0.9472 0.2514
O: 0.3399 -2.9278 -2.0554
O: -1.1465 0.8581 -0.1727
O: 0.7607 -0.1247 0.2626
O: -1.6862 -2.7942 -0.8418
S: -0.2717 -2.6536 -0.7761
H: -0.0859 2.7155 1.3865
H: 1.4929 1.9183 1.1775

---

Which of them is most stable, and which least? Most stable: <w>; least stable: <x>.

---

<w>
Density functional theory data (wB97M-V/def2-TZVPD) for a structure of composition C40H39AsBiCl2O3PS6.

As for the spin multiplicity: 1. As for the net charge: -2.

Element x y z (Å)
Bi: 0.5913 -0.3255 0.8280
S: 5.1318 0.8293 0.0698
As: 3.9245 0.3421 1.7822
S: 2.7493 -1.5654 1.4504
S: 2.1959 1.7155 2.0589
S: 5.0582 0.1949 3.5504
C: -5.8889 2.1791 0.2031
C: -4.9712 2.0739 -0.8350
C: -3.9673 1.1197 -0.7796
C: -3.8707 0.2155 0.2841
C: -4.7824 0.3533 1.3286
C: -5.7785 1.3242 1.2893
P: -2.4110 -0.9563 0.1980
C: -3.1469 -2.2563 -0.8900
C: -4.0296 -1.9568 -1.9254
C: -4.5009 -2.9498 -2.7743
C: -4.1101 -4.2691 -2.5965
C: -3.2302 -4.5800 -1.5677
C: -2.7473 -3.5847 -0.7309
C: -2.6136 -1.7675 1.8544
C: -3.7277 -2.5367 2.0760
C: -4.0473 -3.0554 3.3450
C: -3.2514 -2.7489 4.4064
C: -2.0836 -1.9674 4.2332
C: -1.2945 -1.6454 5.3659
C: -0.1654 -0.9011 5.2288
C: 0.2583 -0.5005 3.9424
C: -0.4573 -0.7921 2.8129
C: -1.7055 -1.4988 2.9383
H: -6.6704 2.9294 0.1734
H: -5.0279 2.7409 -1.6879
H: -3.2263 1.0715 -1.5703
H: -4.7216 -0.2954 2.1922
H: -6.4726 1.4072 2.1180
H: -4.3605 -0.9379 -2.0751
H: -5.1786 -2.6874 -3.5795
H: -4.4906 -5.0456 -3.2501
H: -2.9098 -5.6041 -1.4157
H: -2.0422 -3.8198 0.0566
H: -4.4081 -2.7326 1.2552
H: -4.9370 -3.6618 3.4714
H: -3.4954 -3.0950 5.4058
H: -1.6118 -2.0124 6.3370
H: 0.4318 -0.6365 6.0935
H: 1.1961 0.0375 3.8563
Cl: -0.5982 2.8363 -1.0513
C: -0.6379 3.4085 0.6291
Cl: -1.7492 2.4655 1.6353
H: -0.9709 4.4393 0.6256
H: 0.3642 3.2915 1.0373
O: 1.2027 0.3596 -2.2173
S: 2.6439 0.6944 -1.9048
C: 3.5153 0.0821 -3.3948
C: 2.5710 -0.7277 -4.2824
C: 1.5123 0.0667 -5.0843
C: 0.0411 -0.2780 -4.8201
S: -0.8398 0.7750 -3.5944
O: -1.5685 -0.1898 -2.7224
C: -2.1577 1.3683 -4.6908
C: -2.1706 2.7047 -5.0557
C: -3.2404 3.2112 -5.7868
C: -4.2974 2.3817 -6.1280
C: -4.2886 1.0440 -5.7407
C: -3.2191 0.5356 -5.0226
C: 2.8156 2.4890 -2.1740
C: 2.7917 3.1169 -3.4127
C: 2.8594 4.5016 -3.4979
C: 2.9468 5.2665 -2.3425
C: 2.9660 4.6385 -1.1059
C: 2.9043 3.2549 -1.0197
H: 4.3138 -0.5424 -2.9906
H: 3.9793 0.9009 -3.9403
H: 2.0737 -1.4850 -3.6750
H: 3.2095 -1.2541 -4.9972
H: 1.6950 -0.1091 -6.1477
H: 1.6438 1.1371 -4.9257
H: -0.0671 -1.2706 -4.3783
H: -0.5382 -0.2330 -5.7416
H: -1.3529 3.3481 -4.7498
H: -3.2574 4.2567 -6.0685
H: -5.1387 2.7776 -6.6836
H: -5.1287 0.4047 -5.9827
H: -3.2036 -0.4954 -4.6855
H: 2.7239 2.5510 -4.3302
H: 2.8443 4.9782 -4.4710
H: 3.0061 6.3464 -2.4106
H: 3.0403 5.2184 -0.1941
H: 2.9313 2.7690 -0.0508
C: 0.4375 -2.8730 -0.9192
O: -0.2061 -2.3763 0.2177
H: -0.0527 -3.7956 -1.2674
H: 1.4925 -3.1148 -0.7257
H: 0.4100 -2.1604 -1.7608

---

<x>
Density functional theory data (wB97M-V/def2-TZVPD) for a structure of composition C40H39AsBiCl2O3PS6.

As for the spin multiplicity: 1. As for the net charge: -2.

Element x y z (Å)
Bi: 0.4556 -0.5277 0.8060
S: 3.9172 2.0711 2.5628
As: 2.6973 0.4466 3.2690
S: 2.6828 -1.2695 1.7971
S: 0.5253 0.9166 3.2446
S: 3.3143 -0.1736 5.1818
C: -6.0161 0.0223 -1.6836
C: -4.9217 0.7438 -2.1446
C: -3.6403 0.2349 -1.9912
C: -3.4090 -1.0230 -1.4213
C: -4.5172 -1.7162 -0.9339
C: -5.8037 -1.1999 -1.0639
P: -1.5942 -1.5196 -1.2751
C: -1.3812 -2.2110 -2.9772
C: -2.0069 -1.6690 -4.0988
C: -1.7544 -2.1669 -5.3713
C: -0.8878 -3.2355 -5.5501
C: -0.2574 -3.7851 -4.4411
C: -0.4916 -3.2722 -3.1732
C: -1.8448 -3.0946 -0.3184
C: -2.5072 -4.1365 -0.9241
C: -2.8809 -5.3010 -0.2289
C: -2.6289 -5.3897 1.1072
C: -1.9462 -4.3512 1.7825
C: -1.7330 -4.4592 3.1787
C: -1.0857 -3.4713 3.8556
C: -0.5622 -2.3678 3.1490
C: -0.7256 -2.2161 1.7984
C: -1.4902 -3.1947 1.0719
H: -7.0212 0.4151 -1.7909
H: -5.0608 1.7074 -2.6227
H: -2.7892 0.8241 -2.3139
H: -4.3889 -2.6737 -0.4479
H: -6.6452 -1.7667 -0.6794
H: -2.7044 -0.8516 -3.9825
H: -2.2425 -1.7166 -6.2293
H: -0.7116 -3.6356 -6.5424
H: 0.4273 -4.6175 -4.5600
H: 0.0167 -3.6832 -2.3097
H: -2.7796 -4.0567 -1.9686
H: -3.3973 -6.0978 -0.7521
H: -2.9512 -6.2523 1.6822
H: -2.0951 -5.3460 3.6895
H: -0.9464 -3.5371 4.9285
H: -0.0029 -1.6263 3.7099
Cl: -1.5121 2.6337 -0.0728
C: -2.2408 2.2096 1.4944
Cl: -3.0110 0.6124 1.4525
H: -2.9965 2.9521 1.7217
H: -1.4487 2.1829 2.2347
O: 1.4275 1.7778 -1.1306
S: 2.4214 2.2859 -0.1201
C: 3.8149 2.8376 -1.1827
C: 3.6162 2.3828 -2.6339
C: 2.5135 3.1254 -3.4573
C: 1.3518 2.2698 -3.9937
S: -0.1612 2.2268 -2.9259
O: -0.5568 0.7970 -2.8908
C: -1.3231 2.8916 -4.1808
C: -1.8784 4.1442 -3.9663
C: -2.8710 4.6202 -4.8178
C: -3.3169 3.8290 -5.8665
C: -2.7718 2.5635 -6.0682
C: -1.7723 2.0972 -5.2283
C: 1.8026 3.9265 0.3981
C: 1.8170 5.0752 -0.3831
C: 1.2726 6.2601 0.0988
C: 0.6977 6.3007 1.3611
C: 0.6708 5.1505 2.1373
C: 1.2229 3.9702 1.6594
H: 4.6843 2.3589 -0.7276
H: 3.9484 3.9147 -1.1134
H: 3.4098 1.3111 -2.6389
H: 4.5728 2.5327 -3.1391
H: 2.9935 3.5979 -4.3176
H: 2.0833 3.9293 -2.8631
H: 1.6264 1.2147 -4.0543
H: 1.0303 2.6126 -4.9752
H: -1.5435 4.7348 -3.1184
H: -3.3113 5.5956 -4.6480
H: -4.1004 4.1900 -6.5224
H: -3.1428 1.9344 -6.8683
H: -1.3469 1.1057 -5.3536
H: 2.2528 5.0806 -1.3701
H: 1.2996 7.1498 -0.5202
H: 0.2783 7.2278 1.7359
H: 0.2303 5.1629 3.1270
H: 1.2107 3.0829 2.2806
C: 1.9185 -1.7221 -1.6686
O: 0.8455 -2.0901 -0.8485
H: 2.0052 -2.4053 -2.5298
H: 2.8768 -1.7555 -1.1289
H: 1.8047 -0.7038 -2.0784

---

Which of them is most stable, and which least? Most stable: <w>; least stable: <x>.